Entry 1:
DFT (ωB97M-V/def2-TZVPD) results for a 2-piece molecular cluster, C4H8N2 overall.

Positions of all 14 atoms, in Å:
C (-0.69678, 1.82113, 1.72193)
C (-0.96052, 0.53683, 1.73933)
N (-1.21877, -0.66006, 1.82022)
H (-1.48695, 2.53282, 1.51607)
H (0.31154, 2.17571, 1.89934)
H (-1.13117, -1.12072, 0.91137)
C (-0.00869, -1.77128, -1.38326)
N (-0.13108, -0.54382, -1.10557)
C (1.08280, 0.25643, -1.05683)
H (-0.90170, -2.39869, -1.41048)
H (0.95545, -2.25871, -1.58259)
H (1.48117, 0.23300, -0.03639)
H (0.84289, 1.29748, -1.28731)
H (1.86181, -0.10012, -1.74583)

ΔE to the lowest compared entry with this formula, charge and spin   53.92 kcal/mol
E_HOMO   -8.94 eV
Gap between HOMO and LUMO   9.932 eV
SMILES   C=C=N.C=NC

---

Entry 2:
DFT (ωB97M-V/def2-TZVPD) results for a 2-piece molecular cluster, C4H8N2 overall.

Positions of all 14 atoms, in Å:
C (-0.02742, -1.56085, 0.06901)
C (-0.38377, -0.34835, -0.39221)
C (-1.50783, 0.44312, 0.21565)
N (0.23647, 0.26805, -1.46374)
H (0.69874, -2.17675, -0.45546)
H (-0.53591, -1.99450, 0.92209)
H (-2.37104, 0.41026, -0.45770)
H (-1.23452, 1.49495, 0.36551)
H (-1.80545, 0.02174, 1.17805)
H (0.15018, 1.27184, -1.52569)
H (1.15944, -0.06235, -1.70794)
C (1.90381, 0.70899, 1.09514)
N (2.20430, 1.82036, 1.20376)
H (1.51299, -0.29652, 0.95352)

ΔE to the lowest compared entry with this formula, charge and spin   25.82 kcal/mol
E_HOMO   -8.72 eV
Gap between HOMO and LUMO   9.649 eV
SMILES   C=C(C)N.C#N

---

Entry 3:
DFT (ωB97M-V/def2-TZVPD) results for a 2-piece molecular cluster, C4H8N2 overall.

Positions of all 14 atoms, in Å:
C (2.02773, 0.07208, 0.26349)
C (0.62252, 0.65317, 0.26192)
N (-0.30297, -0.21139, -0.44052)
C (-1.40930, 0.15516, -1.02743)
C (-2.73214, -0.69777, 0.68216)
N (-2.22093, -1.61356, 1.21491)
H (2.40117, -0.04539, -0.75942)
H (2.04933, -0.90696, 0.75668)
H (2.70750, 0.73395, 0.81037)
H (0.25587, 0.77255, 1.29273)
H (0.59217, 1.63404, -0.22555)
H (-0.42012, -1.15180, -0.02082)
H (-2.08407, -0.57581, -1.44494)
H (-1.48676, 1.18173, -1.36358)

ΔE to the lowest compared entry with this formula, charge and spin   65.36 kcal/mol
E_HOMO (spin up / spin down)   -9.30 / -9.30 eV
Gap between HOMO and LUMO (spin up / spin down)   8.905 / 8.904 eV

---

Entry 4:
DFT (ωB97M-V/def2-TZVPD) results for C4H8N2 as an isolated structure.

Positions of all 14 atoms, in Å:
C (1.94769, -0.16098, -0.04143)
C (-0.30999, 1.01685, 0.20506)
C (-1.63996, 0.32845, -0.21349)
C (-1.24508, -1.05377, 0.12448)
H (2.29090, 0.29676, 0.98678)
H (2.07495, -1.37408, -0.21521)
H (2.54302, 0.40443, -0.77866)
H (-0.11693, 2.02315, -0.33638)
H (0.01154, 0.92335, 1.37678)
H (-1.58549, 0.14806, -1.54236)
H (-2.71117, 0.59844, 0.20278)
H (-1.82538, -1.79597, 0.52248)
N (0.55013, -0.08257, -0.27252)
N (0.01576, -1.27212, -0.01832)

ΔE to the lowest compared entry with this formula, charge and spin   85.03 kcal/mol
E_HOMO   -7.98 eV
Gap between HOMO and LUMO   9.099 eV

---

Entry 5:
DFT (ωB97M-V/def2-TZVPD) results for a 2-piece molecular cluster, C4H8N2 overall.

Positions of all 14 atoms, in Å:
C (-1.31623, -1.35384, -1.46329)
C (-1.76846, -0.67380, -0.43828)
N (-2.26838, -0.04162, 0.48804)
H (-1.23648, -2.43261, -1.40686)
H (-1.00259, -0.83993, -2.36431)
H (-1.57949, 0.25486, 1.18235)
C (0.76718, 0.63303, 1.74133)
N (1.14819, -0.11384, 0.79401)
C (1.44968, 0.53860, -0.47483)
H (0.54887, 0.18618, 2.71383)
H (0.64521, 1.72418, 1.65381)
H (0.64720, 1.21875, -0.79113)
H (1.58941, -0.21796, -1.24998)
H (2.37589, 1.11801, -0.38466)

ΔE to the lowest compared entry with this formula, charge and spin   56.09 kcal/mol
E_HOMO   -9.10 eV
Gap between HOMO and LUMO   10.059 eV
SMILES   C=C=N.C=NC

---

Entry 6:
DFT (ωB97M-V/def2-TZVPD) results for a single C4H8N2 molecule.

Positions of all 14 atoms, in Å:
H (-2.14027, -1.37779, -0.38907)
N (-1.46310, -1.23839, 0.38931)
C (-0.53340, -0.39851, 0.13765)
C (-0.64310, 0.72171, -1.05052)
C (0.37919, 1.07467, -2.01596)
N (0.69394, -0.65359, 0.64349)
C (1.22357, 0.38134, 1.66726)
H (-1.52730, 1.29145, -1.21717)
H (0.03989, 1.93835, -2.51707)
H (1.37239, 0.66966, -2.05486)
H (0.48990, -1.53296, 1.04561)
H (0.50217, 0.54474, 2.36880)
H (1.87485, 1.13325, 0.94867)
H (2.21505, -0.09816, 2.15493)

ΔE to the lowest compared entry with this formula, charge and spin   75.92 kcal/mol
E_HOMO   -9.48 eV
Gap between HOMO and LUMO   10.158 eV
SMILES   [H]/N=C(\C=C)NC